The following is a quantum chemistry calculation of a cluster of 2 separate species, C4H10N2O2 in total at a distorted geometry, from the OMol25 dataset.

Last columns: bonded neighbours and bond lengths (Å).
Geometry (Å):
1 C -2.744 2.180 1.521  C2 1.499, H5 1.088, H6 1.086, H7 1.080
2 C -1.724 1.293 0.873  C1 1.499, N3 1.352, O4 1.220
3 N -2.188 0.156 0.308  C2 1.352, H8 1.009, H9 1.004
4 O -0.590 1.697 0.671  C2 1.220
5 H -2.627 2.284 2.598  C1 1.088
6 H -3.794 1.962 1.347  C1 1.086
7 H -2.606 3.182 1.140  C1 1.080
8 H -1.586 -0.396 -0.284  N3 1.009
9 H -3.086 -0.271 0.443  N3 1.004
10 C 1.450 -0.002 -0.609  C11 1.494, H14 1.090, H15 1.081, H16 1.092
11 C 1.848 -1.431 -0.791  C10 1.494, N12 1.373, O13 1.218
12 N 2.533 -1.688 -1.952  C11 1.373, H17 1.007, H18 1.007
13 O 1.500 -2.321 -0.036  C11 1.218
14 H 0.398 0.183 -0.392  C10 1.090
15 H 1.629 0.640 -1.459  C10 1.081
16 H 1.838 0.362 0.345  C10 1.092
17 H 2.916 -2.602 -2.127  N12 1.007
18 H 3.030 -0.929 -2.391  N12 1.007

Values from the calculation:
E_HOMO in eV: -9.6
SMILES string: CC(N)=O.CC(N)=O
Total charge: 0
Relative energy (zero: lowest compared OMol25 entry of this formula, charge and spin) in eV: 0.748
HOMO-LUMO gap in eV: 10.4
Total energy in hartree: -418.4335